# 1
Below is 18 unconnected molecules or ions with the total composition C4H34BO25 at a distorted geometry, with properties calculated with ωB97M-V/def2-TZVPD.

```
64
Properties=species:S:1:pos:R:3:forces:R:3
O 2.777 -0.564 -1.818 -2.485 -0.114 1.804
C 1.727 -0.583 -1.172 2.496 -0.044 -0.229
O 1.540 -0.104 0.066 -0.181 0.225 -1.052
B 0.074 -0.044 0.332 0.508 -0.124 0.257
O -0.537 -0.837 -0.718 0.182 -0.455 0.043
C 0.390 -1.190 -1.609 -1.139 0.328 -2.447
O 0.145 -1.704 -2.687 0.513 0.278 1.989
O -0.430 1.362 0.310 -0.284 0.130 0.725
C -0.859 1.687 1.520 0.670 0.265 0.057
O -1.139 2.789 1.938 -0.264 -0.681 -0.650
C -0.737 0.427 2.398 -0.406 -0.650 2.530
O -0.183 -0.521 1.714 0.172 -0.239 -1.394
O -1.027 0.292 3.580 -0.128 1.146 -1.775
O 1.562 4.250 1.315 0.326 0.033 -0.333
H 1.176 4.223 2.193 -0.062 -0.066 0.596
H 0.812 4.205 0.721 -0.133 -0.033 -0.157
O 1.153 3.451 4.178 0.339 0.260 -0.289
H 0.199 3.339 4.148 -0.272 0.164 0.405
H 1.503 2.578 3.993 0.159 -0.317 -0.048
O 0.962 -4.455 -3.725 0.298 -0.143 -0.289
H 0.176 -4.484 -3.174 -0.472 -0.046 0.229
H 1.676 -4.263 -3.115 0.178 0.090 0.071
O 0.683 -2.361 -5.723 -0.538 0.135 -0.538
H 0.702 -2.804 -4.871 0.125 -0.229 0.307
H 1.451 -2.699 -6.185 0.141 0.043 0.023
O 2.706 1.559 2.206 -0.154 -0.086 0.245
H 2.248 1.490 1.366 -0.036 0.136 -0.395
H 2.962 2.481 2.265 0.008 0.323 -0.120
O 5.226 -2.499 -1.385 0.323 -0.241 0.012
H 4.406 -2.733 -0.948 -0.167 0.050 0.081
H 5.095 -1.593 -1.669 -0.181 0.207 -0.073
O -2.407 0.432 -2.917 -0.053 0.146 -0.061
H -2.868 0.073 -2.157 0.055 -0.124 0.277
H -2.951 0.189 -3.667 -0.100 -0.158 -0.201
O -1.757 -3.231 1.747 -0.220 -0.055 -0.165
H -1.437 -4.118 1.576 0.050 -0.199 -0.006
H -0.980 -2.746 2.031 0.194 0.289 0.113
O -0.276 -0.832 5.951 0.137 -0.347 0.503
H -0.615 -0.125 6.501 -0.016 0.144 0.052
H -0.442 -0.536 5.052 -0.058 0.057 -0.261
O -2.869 -2.666 -4.523 -0.447 0.075 0.151
H -2.127 -2.335 -4.013 0.427 -0.002 0.126
H -2.768 -2.260 -5.385 0.192 -0.035 -0.214
O 3.340 -1.079 2.629 -0.032 -0.689 0.050
H 4.276 -1.066 2.430 0.139 0.024 -0.040
H 3.009 -0.245 2.287 0.101 0.280 0.160
O -4.006 0.998 2.555 -0.077 -0.019 -0.247
H -4.171 1.908 2.809 -0.019 0.207 0.013
H -3.677 0.581 3.353 0.211 -0.181 0.182
O -1.607 3.320 4.655 -0.180 -0.043 0.375
H -1.688 2.862 3.815 -0.053 -0.164 -0.429
H -2.505 3.555 4.891 -0.050 0.210 0.107
O 0.076 1.452 -3.715 0.534 0.192 -0.049
H -0.542 0.826 -3.331 -0.421 -0.181 0.082
H -0.465 2.013 -4.272 -0.084 0.109 -0.035
O -1.276 -4.423 -1.855 0.163 -0.149 0.068
H -1.200 -3.564 -1.435 0.015 0.330 0.089
H -2.198 -4.660 -1.752 -0.186 -0.085 -0.105
O -2.851 5.263 1.625 -0.167 0.199 0.104
H -3.709 5.157 1.211 -0.151 0.041 -0.110
H -2.352 4.493 1.346 0.323 -0.297 0.061
O 2.326 -0.123 -4.637 0.603 0.029 -0.424
H 1.584 0.466 -4.486 -0.361 0.128 0.092
H 2.692 -0.276 -3.765 -0.009 -0.078 0.158
```
Positions in Å, forces in eV/Å.

Values from the calculation:
Energy above the lowest of the compared OMol25 structures with the same formula, charge and spin in eV: 1.351
LUMO level in eV: 1.819
Net charge: -1



# 2
Below is a single C17H21N3O4S molecule at a distorted geometry, with properties calculated with ωB97M-V/def2-TZVPD.

```
46
Properties=species:S:1:pos:R:3:forces:R:3
C -5.514 -2.112 -0.362 -0.099 -0.158 0.135
O -4.906 -1.149 -1.188 0.148 0.243 -0.164
C -4.117 -0.203 -0.613 0.128 0.156 -0.021
C -3.526 0.711 -1.488 -0.127 -0.179 0.012
C -2.699 1.703 -1.008 -0.099 -0.088 0.079
C -2.444 1.814 0.355 -0.162 0.121 0.093
C -1.491 2.866 0.876 0.002 -0.223 -0.287
C -0.124 2.304 0.800 0.307 -0.137 0.693
N 0.476 1.567 1.672 -1.331 0.705 0.431
N 1.671 1.208 1.151 0.987 -0.048 -0.907
C 1.737 1.753 -0.028 0.108 -0.352 0.694
S 3.033 1.682 -1.157 0.300 0.032 -0.355
C 4.227 0.720 -0.164 -0.274 0.012 -0.191
C 3.980 -0.781 -0.310 -0.014 0.433 0.347
O 4.569 -1.440 -1.141 0.271 -0.103 -0.406
N 3.085 -1.279 0.558 -0.256 -0.209 0.382
C 2.695 -2.668 0.521 -0.322 -0.280 -0.076
C 1.195 -2.865 0.260 0.423 -0.177 -0.342
C 0.632 -2.027 -0.893 -0.057 -0.097 0.223
C -0.799 -1.758 -0.434 0.080 -0.056 0.186
C -0.630 -1.668 1.083 -0.362 0.326 -0.021
O 0.453 -2.517 1.423 0.269 0.009 0.111
O 0.630 2.464 -0.322 0.086 0.008 -0.144
C -3.028 0.904 1.220 0.075 0.200 -0.175
C -3.862 -0.096 0.750 -0.217 -0.286 -0.105
H -4.769 -2.708 0.176 -0.023 0.028 -0.006
H -6.199 -1.651 0.357 0.036 -0.014 -0.014
H -6.078 -2.760 -1.031 0.027 0.018 0.093
H -3.731 0.618 -2.543 -0.029 -0.015 -0.135
H -2.245 2.399 -1.698 0.038 0.085 -0.088
H -1.540 3.768 0.265 -0.050 0.053 0.116
H -1.714 3.102 1.916 0.074 0.069 -0.062
H 5.202 0.961 -0.585 -0.077 -0.043 0.046
H 4.146 1.059 0.867 0.090 0.018 0.006
H 2.577 -0.661 1.181 0.198 0.086 -0.136
H 2.933 -3.141 1.478 0.035 -0.051 -0.113
H 3.276 -3.140 -0.275 -0.067 -0.022 0.143
H 1.034 -3.937 0.067 0.053 0.130 -0.006
H 0.687 -2.552 -1.843 0.044 -0.009 -0.056
H 1.185 -1.091 -0.980 0.028 0.014 -0.036
H -1.223 -0.849 -0.855 -0.067 0.027 -0.028
H -1.443 -2.599 -0.694 -0.069 -0.006 -0.027
H -1.513 -2.007 1.631 0.009 0.041 -0.035
H -0.403 -0.643 1.401 -0.081 -0.154 -0.046
H -2.828 0.971 2.279 0.028 -0.004 0.147
H -4.303 -0.782 1.455 -0.061 -0.100 0.044
```
Positions in Å, forces in eV/Å.

Values from the calculation:
Energy above the lowest of the compared OMol25 structures with the same formula, charge and spin in eV: 2.659
LUMO level in eV: 0.594
SMILES: COc1ccc(Cc2nnc(SCC(=O)NC[C@@H]3CCCO3)o2)cc1
Net charge: 0



# 3
Below is 2 unconnected molecules or ions with the total composition C6H12O2 at a distorted geometry, with properties calculated with ωB97M-V/def2-TZVPD.

```
20
Properties=species:S:1:pos:R:3:forces:R:3
C 0.909 2.235 -0.312 -1.165 0.061 1.734
C 0.902 1.413 -1.352 1.603 0.661 -0.886
C 1.788 1.798 -2.546 -1.974 -0.627 0.159
C 0.325 0.060 -1.435 -0.208 0.994 0.637
C -0.775 -0.246 -0.757 -0.086 -1.031 -0.202
C -1.484 -1.581 -0.755 0.041 0.413 1.577
O -2.452 -1.552 0.334 0.201 -0.147 -0.855
H 1.205 3.275 -0.240 0.619 -0.117 -0.857
H 0.482 1.980 0.664 -0.183 -0.460 -0.412
H 2.211 2.741 -2.391 0.748 1.436 0.317
H 1.231 1.857 -3.484 0.062 -0.344 -0.025
H 2.565 1.071 -2.597 0.678 -0.605 -0.372
H 0.857 -0.591 -2.113 -0.271 -0.413 -0.082
H -1.230 0.434 -0.047 0.057 0.342 -0.240
H -0.793 -2.376 -0.492 0.216 -0.186 -0.276
H -1.982 -1.822 -1.679 -0.066 0.010 -0.483
H -3.301 -1.678 -0.090 -0.270 0.013 0.271
O -0.039 -2.395 6.814 0.232 0.040 -0.026
H 0.490 -2.160 6.049 0.358 0.064 -0.021
H -0.910 -2.462 6.431 -0.591 -0.103 0.042
```
Positions in Å, forces in eV/Å.

Values from the calculation:
Energy above the lowest of the compared OMol25 structures with the same formula, charge and spin in eV: 2.664
LUMO level in eV: 0.728
SMILES: C=C(C)/C=C/CO.O
Net charge: 0



# 4
Below is 5 unconnected molecules or ions with the total composition C25H44Cl8O3 at a distorted geometry, with properties calculated with ωB97M-V/def2-TZVPD.

```
80
Properties=species:S:1:pos:R:3:forces:R:3
C 0.380 3.531 -0.080 0.304 -0.126 -0.254
C 0.405 4.550 -1.236 -0.030 0.200 0.184
C -0.867 5.417 -1.295 0.089 -0.245 0.117
C -2.163 4.642 -1.571 -0.014 0.134 -0.072
C -2.204 3.867 -2.897 -0.119 -0.033 -0.077
C -1.541 2.473 -2.882 0.101 -0.069 0.028
C -2.340 1.350 -3.581 -0.095 -0.114 -0.115
C -1.706 0.761 -4.867 -0.191 -0.105 0.151
C -1.301 -0.720 -4.765 0.869 -0.183 -0.034
C 0.210 -0.938 -5.000 -0.213 0.070 0.065
C 0.638 -2.389 -4.716 -0.095 -0.019 0.029
C 1.804 -2.493 -3.729 -0.214 -0.068 0.057
C 2.339 -3.948 -3.603 -0.128 0.229 0.144
C 1.771 -4.603 -2.386 -0.165 -0.178 -0.234
C 0.625 -5.259 -2.198 0.119 0.119 -0.364
C 0.503 -5.606 -0.767 0.684 0.360 -0.607
O -0.410 -6.030 -0.157 -0.931 -0.570 0.602
O 1.697 -5.277 -0.152 -0.091 0.218 0.161
C 2.443 -4.531 -1.052 -1.183 -0.774 -0.287
O 3.403 -3.955 -0.718 1.570 0.838 0.334
H -0.640 3.279 0.214 0.082 0.002 0.058
H 0.914 3.907 0.795 -0.243 -0.039 -0.097
H 0.870 2.594 -0.370 -0.071 0.120 0.055
H 1.263 5.221 -1.098 -0.102 -0.111 -0.061
H 0.573 4.054 -2.197 -0.121 0.018 0.093
H -0.965 5.927 -0.326 -0.020 0.011 -0.176
H -0.749 6.195 -2.060 0.005 -0.072 0.069
H -2.995 5.358 -1.569 0.164 -0.058 0.025
H -2.369 3.951 -0.744 -0.008 0.040 -0.114
H -1.760 4.479 -3.695 -0.104 -0.027 0.116
H -3.261 3.742 -3.168 0.160 -0.011 0.023
H -1.360 2.171 -1.844 -0.038 0.116 -0.119
H -0.550 2.534 -3.350 -0.107 -0.025 0.132
H -3.348 1.699 -3.836 0.145 0.073 0.187
H -2.484 0.535 -2.864 -0.044 0.049 -0.087
H -0.812 1.342 -5.121 -0.167 0.013 -0.087
H -2.420 0.873 -5.689 0.198 0.079 -0.011
H -1.836 -1.348 -5.487 -0.125 0.080 0.213
H -1.470 -1.124 -3.758 -0.395 0.133 -0.143
H 0.469 -0.642 -6.023 0.051 -0.027 0.124
H 0.749 -0.258 -4.327 -0.006 -0.071 -0.100
H 0.893 -2.922 -5.641 -0.015 0.141 0.076
H -0.229 -2.914 -4.288 0.159 -0.071 -0.075
H 1.439 -2.164 -2.746 0.184 0.100 -0.133
H 2.603 -1.803 -4.014 -0.003 -0.179 -0.044
H 2.035 -4.523 -4.482 0.133 0.045 0.056
H 3.430 -3.942 -3.544 -0.122 -0.084 0.049
H -0.138 -5.494 -2.930 0.050 0.031 0.160
Cl 3.294 -3.313 4.754 -0.017 0.029 0.024
C 2.309 -4.391 3.728 0.008 -0.065 -0.008
C 1.433 -3.631 2.768 0.000 -0.019 -0.079
Cl 0.124 -2.737 3.593 0.040 0.005 0.014
H 1.719 -5.022 4.387 -0.004 0.024 0.016
H 3.002 -5.012 3.163 -0.003 0.018 -0.019
H 0.958 -4.335 2.089 -0.003 -0.009 0.029
H 2.010 -2.915 2.188 -0.011 0.026 0.033
Cl 0.622 2.530 3.851 0.007 -0.041 -0.003
C 1.637 3.666 4.786 -0.010 -0.071 0.005
C 1.376 5.096 4.397 -0.131 0.050 -0.008
Cl 1.910 5.460 2.733 0.082 0.073 0.068
H 2.674 3.383 4.624 -0.005 0.020 -0.018
H 1.380 3.516 5.832 0.049 0.064 -0.031
H 1.913 5.769 5.063 0.038 -0.036 -0.004
H 0.313 5.317 4.447 0.008 0.024 -0.002
Cl 1.591 2.401 8.198 0.050 -0.012 0.127
C 1.249 0.679 7.863 -0.008 -0.053 -0.095
C -0.166 0.477 7.384 -0.002 -0.001 -0.041
Cl -1.358 0.804 8.671 -0.009 0.005 -0.005
H 1.449 0.124 8.775 -0.026 0.033 0.019
H 1.944 0.359 7.088 -0.013 0.022 -0.013
H -0.301 -0.557 7.076 0.013 -0.047 0.004
H -0.395 1.128 6.544 0.001 0.008 0.013
Cl -3.096 -1.140 2.500 -0.053 0.006 -0.001
C -3.430 -2.479 1.372 -0.036 -0.017 0.026
C -2.210 -2.862 0.578 0.080 -0.083 -0.002
Cl -1.706 -1.566 -0.546 0.049 -0.028 -0.072
H -4.249 -2.170 0.728 0.023 0.024 -0.015
H -3.748 -3.335 1.966 0.015 0.017 0.026
H -2.416 -3.749 -0.019 -0.034 0.028 -0.018
H -1.369 -3.065 1.235 -0.001 0.043 0.014
```
Positions in Å, forces in eV/Å.

Values from the calculation:
LUMO level in eV: -1.004
SMILES: CCCCCCCCCCCCCC1=CC(=O)OC1=O.ClCCCl.ClCCCl.ClCCCl.ClCCCl
Net charge: 0



# 5
Below is a gas-phase ion, C2H7N2O (charge +1) at a distorted geometry, with properties calculated with ωB97M-V/def2-TZVPD.

```
12
Properties=species:S:1:pos:R:3:forces:R:3
O 1.906 0.148 0.167 -0.981 -0.772 1.423
C 0.813 0.002 -0.631 0.596 0.442 0.005
N -0.001 -1.115 -0.318 -1.177 -1.658 -0.118
C -1.085 -0.338 0.225 -1.290 0.394 -1.465
N -0.325 0.918 -0.107 -2.170 2.818 -0.861
H 1.567 -0.235 1.054 1.547 0.829 -1.627
H 0.991 0.197 -1.699 0.382 -0.064 0.513
H 0.317 -1.805 0.355 0.552 -0.087 -0.639
H -2.104 -0.316 -0.294 1.510 -0.398 0.667
H -1.160 -0.489 1.267 -0.688 0.118 1.195
H -0.899 1.611 -0.763 1.841 -1.697 1.587
H -0.020 1.422 0.743 -0.122 0.076 -0.682
```
Positions in Å, forces in eV/Å.

Values from the calculation:
Energy above the lowest of the compared OMol25 structures with the same formula, charge and spin in eV: 2.464
LUMO level in eV: -3.928
SMILES: O[C@H]1NC[NH2+]1
Net charge: +1



# 6
Below is 9 unconnected molecules or ions with the total composition C9H30N14O13 at a distorted geometry, with properties calculated with ωB97M-V/def2-TZVPD.

```
66
Properties=species:S:1:pos:R:3:forces:R:3
O -0.961 -0.281 -0.041 0.222 -0.173 0.537
C 0.140 0.487 -0.107 1.596 0.776 0.886
O 0.206 1.191 -1.109 -0.494 0.935 -2.425
O 1.005 0.480 0.760 0.599 -0.973 2.076
H -1.209 -0.039 -0.937 -1.535 -0.613 -0.837
O -1.825 -0.694 -2.522 -2.470 -0.691 -0.093
C -2.974 -1.404 -2.638 2.723 0.224 -0.714
O -3.262 -2.175 -1.748 -1.184 -0.973 1.363
O -3.650 -1.517 -3.690 -0.160 0.500 0.119
H -1.659 -0.332 -3.395 1.213 0.846 -1.181
C -4.184 -1.435 1.793 -0.346 2.257 1.212
O -4.730 -1.059 2.827 -0.071 -0.836 0.051
N -3.672 -0.560 0.936 -0.171 2.868 -1.021
N -4.009 -2.632 1.315 -0.195 -4.246 0.120
H -3.994 0.368 1.172 0.759 0.259 -0.499
H -2.907 -0.762 0.308 -0.430 0.276 0.454
H -3.725 -2.720 0.350 0.198 -0.299 0.500
H -3.806 -3.345 2.001 -0.213 -0.254 -0.499
C 2.483 0.377 4.155 -1.021 -1.681 -0.724
O 2.996 0.536 5.204 2.138 1.021 3.795
N 1.775 1.229 3.482 -1.383 4.963 -0.591
N 2.330 -0.766 3.551 1.072 -4.671 -1.561
H 1.527 1.987 4.100 -0.370 0.483 -0.958
H 1.365 0.975 2.594 -0.409 0.589 0.118
H 2.655 -1.620 3.981 -0.015 0.141 -0.431
H 1.923 -0.741 2.627 0.037 -0.771 0.330
C 1.592 4.060 -1.463 2.887 4.446 4.815
O 1.633 5.236 -1.656 -0.560 4.758 0.468
N 1.468 3.305 -2.419 -2.767 -7.238 -7.661
N 1.996 3.504 -0.328 0.333 -1.241 2.685
H 1.029 2.433 -2.159 0.196 -0.667 -0.305
H 1.001 3.714 -3.215 0.296 0.142 0.014
H 2.016 2.497 -0.251 -0.073 0.148 0.339
H 2.243 4.079 0.465 -0.188 -0.148 -0.382
C 0.889 -0.436 -4.341 -2.990 1.076 -1.330
O -0.251 -0.037 -4.645 -0.295 0.159 0.999
N 1.401 -0.646 -3.187 -0.489 -0.282 5.037
N 1.751 -0.645 -5.266 2.216 -0.862 -3.567
H 0.825 -0.294 -2.436 0.436 -0.242 0.708
H 2.287 -1.099 -3.014 -0.573 0.457 0.007
H 2.634 -0.972 -4.901 0.279 0.541 -1.556
H 1.467 -0.190 -6.122 1.041 -0.573 -0.386
C -0.514 -2.683 2.558 2.834 0.515 4.196
O 0.039 -3.493 3.313 -1.038 -0.914 -0.988
N -0.655 -1.414 2.966 -0.905 2.088 -0.388
N -0.879 -2.757 1.304 -0.638 -2.446 -3.413
H -0.370 -0.989 3.837 0.182 -0.591 -0.338
H -0.821 -0.851 2.144 -0.309 1.046 1.012
H -0.743 -3.643 0.839 0.246 0.069 0.011
H -0.712 -1.964 0.701 -0.410 -0.158 0.070
C 1.786 -3.273 -1.132 -2.940 3.638 4.332
O 0.784 -3.909 -1.051 -2.339 -2.355 -0.063
N 2.728 -3.467 -1.964 3.314 -2.134 -3.648
N 2.015 -2.176 -0.364 1.673 1.317 0.106
H 3.359 -2.735 -2.256 0.004 -0.872 -0.147
H 2.487 -4.336 -2.419 1.035 0.259 -1.064
H 1.509 -1.713 0.377 -0.326 -0.507 -0.266
H 2.960 -1.854 -0.520 -0.256 0.559 0.810
C -1.472 4.181 1.557 -0.598 1.413 -0.354
O -2.174 5.134 1.747 -1.787 2.404 0.520
N -0.672 3.759 2.492 2.394 -1.652 2.973
N -1.422 3.611 0.381 -0.031 -1.738 -2.592
H 0.078 3.108 2.305 -0.085 0.249 0.060
H -0.599 4.397 3.272 0.042 -0.434 -0.011
H -0.921 2.744 0.244 0.159 0.490 -0.540
H -1.612 4.269 -0.361 -0.059 -0.676 -0.189
```
Positions in Å, forces in eV/Å.

Values from the calculation:
LUMO level (spin up / spin down) in eV: 1.499 / -1.784
2S+1: 2
Net charge: -1



- What is the formula in the first record?
  C4H34BO25